(1)
172
Properties=species:S:1:pos:R:3 method="wB97M-V/def2-TZVPD" e_homo_ev=-10.427 charge=+1 homo_lumo_gap_ev=7.893 multiplicity=1
C 3.22177 -3.12198 2.35827
C 3.23219 -1.81065 1.57834
O 4.40565 -1.06664 1.84419
C 1.95089 -0.99001 1.72419
N 1.93887 -0.06530 2.84342
C 0.90650 -0.32083 3.82076
C -0.41511 0.22759 3.29326
O -1.57249 -0.21847 4.00548
C -2.32655 -1.24618 3.45834
C -1.65837 -2.59401 3.40503
C -2.63526 -3.61307 2.90471
N -3.43511 -3.14687 1.72902
C -3.32153 -1.86689 1.36314
N -3.73328 -1.54110 0.14737
N -2.88625 -0.88403 2.13908
H 3.61227 -2.96615 3.35914
H 2.20906 -3.47934 2.45336
H 3.84285 -3.84949 1.87184
H 3.29449 -2.09413 0.53715
H 4.54987 -1.10130 2.79887
H 1.79173 -0.45816 0.79402
H 1.13189 -1.69927 1.79221
H 2.83592 -0.01072 3.30281
H 1.16048 0.26741 4.69239
H 0.85312 -1.35009 4.17083
H -0.36727 1.29255 3.43699
H -0.46722 0.07519 2.21983
H -3.16469 -1.35740 4.13096
H -0.72750 -2.62620 2.86120
H -1.41554 -2.82119 4.42510
H -2.07874 -4.47596 2.58197
H -3.30804 -3.97592 3.66295
H -3.12270 -3.68532 0.92688
H -3.91712 -0.58347 -0.09123
H -3.94955 -2.25225 -0.52882
H -3.57589 -0.14218 2.21402
Cl 1.59487 1.69593 -0.27989
C 3.16684 1.95486 -1.08263
C 3.10607 1.66838 -2.55754
Cl 2.86761 -0.07246 -2.88873
H 3.89756 1.32122 -0.58433
H 3.44242 2.99468 -0.91897
H 4.04862 1.95090 -3.02038
H 2.30063 2.21421 -3.04113
Cl 5.90264 0.04956 -6.01169
C 7.25857 0.36292 -4.89881
C 6.79364 1.07489 -3.66058
Cl 6.25780 2.74550 -3.99465
H 8.01333 0.92995 -5.43759
H 7.67904 -0.60177 -4.62467
H 7.60594 1.13807 -2.93891
H 5.96198 0.54529 -3.20036
Cl 5.83183 -2.43818 -3.33488
C 4.58119 -2.96972 -4.48819
C 3.44680 -3.68294 -3.80394
Cl 3.93379 -5.26800 -3.14581
H 5.05926 -3.59818 -5.23421
H 4.20845 -2.07492 -4.98070
H 2.65043 -3.86834 -4.52258
H 3.04588 -3.09112 -2.98462
Cl -4.26990 -6.92443 2.95904
C -5.77949 -7.09905 3.89483
C -6.66020 -5.89480 3.68625
Cl -5.92931 -4.43259 4.40681
H -5.51290 -7.23767 4.93890
H -6.28156 -8.00043 3.54909
H -7.62878 -6.04569 4.15834
H -6.81856 -5.70037 2.62914
Cl 3.50967 -1.67976 -7.73437
C 4.74020 -1.28291 -8.96871
C 4.12439 -0.97828 -10.30699
Cl 3.39943 -2.42427 -11.06533
H 5.43361 -2.11757 -9.02757
H 5.27992 -0.41001 -8.61021
H 4.89441 -0.61616 -10.98605
H 3.35017 -0.22042 -10.22413
Cl 3.23996 -2.78255 4.79519
C 2.64181 -2.54700 6.45869
C 1.70409 -3.65331 6.85625
Cl 0.19019 -3.55922 5.91321
H 2.15845 -1.57448 6.50792
H 3.50763 -2.53461 7.11781
H 1.43799 -3.56843 7.90795
H 2.14520 -4.63137 6.68676
Cl 5.28545 0.62261 7.11164
C 6.39761 0.00375 5.86117
C 6.15404 0.64215 4.51991
Cl 4.58541 0.13569 3.83250
H 6.27751 -1.07575 5.81461
H 7.40958 0.22713 6.19330
H 6.92664 0.33185 3.81907
H 6.16553 1.72608 4.58254
Cl -5.87141 1.07025 8.03451
C -4.29832 0.99854 7.20608
C -4.45521 0.90256 5.71177
Cl -5.14625 -0.67053 5.21471
H -3.74626 0.15095 7.60380
H -3.76081 1.91113 7.45642
H -3.47932 0.98998 5.23327
H -5.10469 1.68447 5.32636
Cl 2.63507 1.86413 -9.02918
C 1.23921 2.77482 -9.66989
C 1.51537 3.35339 -11.03145
Cl 2.72142 4.66686 -10.97167
H 0.98459 3.55006 -8.95173
H 0.41271 2.07050 -9.74170
H 0.59970 3.77772 -11.43867
H 1.87839 2.59541 -11.72009
Cl -9.15784 1.00697 1.08294
C -8.78134 0.12484 2.58609
C -8.95746 0.98284 3.81013
Cl -7.73414 2.27634 3.90531
H -7.76389 -0.24970 2.50805
H -9.46095 -0.72402 2.63495
H -8.84233 0.37067 4.70296
H -9.93829 1.44951 3.83473
Cl 7.48545 3.92366 4.20134
C 6.03848 4.97295 4.25390
C 6.32883 6.30650 4.88587
Cl 6.65589 6.16545 6.63210
H 5.25656 4.43972 4.78980
H 5.71336 5.12475 3.22749
H 5.46371 6.95613 4.77437
H 7.18373 6.79029 4.42227
Cl -1.67005 1.15316 -10.57570
C -1.97944 -0.04928 -11.85683
C -0.72557 -0.38113 -12.62367
Cl -0.16032 0.99245 -13.61105
H -2.75673 0.34659 -12.50335
H -2.36148 -0.94363 -11.36898
H -0.92228 -1.20547 -13.30638
H 0.08490 -0.66949 -11.95849
Cl 4.13006 6.62814 1.81156
C 2.69560 7.68396 1.90776
C 3.00523 9.00396 2.56370
Cl 3.36864 8.82021 4.29907
H 1.92097 7.14452 2.44581
H 2.35593 7.85264 0.88765
H 2.14194 9.66221 2.48685
H 3.85589 9.49286 2.09607
Cl -13.41954 0.37578 1.35570
C -12.73436 0.68078 -0.26123
C -13.76104 1.22794 -1.21821
Cl -14.99746 0.01694 -1.64012
H -12.30840 -0.25013 -0.62563
H -11.92964 1.40210 -0.13259
H -13.27439 1.52219 -2.14640
H -14.26818 2.09463 -0.80312
Cl -4.77019 -0.66877 -9.59206
C -6.39837 -0.80755 -10.30708
C -6.34874 -1.17051 -11.76834
Cl -5.69297 0.15255 -12.76645
H -6.91312 0.13620 -10.14955
H -6.92313 -1.58515 -9.75506
H -7.35543 -1.37146 -12.12978
H -5.73786 -2.05313 -11.93776
Cl 7.33961 9.84100 8.23284
C 6.51169 11.09813 7.28171
C 5.74754 10.51816 6.12000
Cl 6.83316 9.85647 4.86998
H 7.25864 11.81337 6.94810
H 5.82181 11.60478 7.95432
H 5.15288 11.29600 5.64466
H 5.08211 9.72252 6.44140
Cl -3.71472 -10.31640 5.92718
C -2.18545 -10.21155 5.01779
C -2.40032 -10.30842 3.52928
Cl -2.93156 -11.93243 3.02762
H -1.52862 -10.99933 5.37612
H -1.73728 -9.24968 5.26158
H -1.46389 -10.10785 3.01094
H -3.14272 -9.59315 3.18642

***

(2)
68
Properties=species:S:1:pos:R:3 method="wB97M-V/def2-TZVPD" de_lowest_kj_mol=0.0 e_homo_ev=-18.003 charge=+3 homo_lumo_gap_ev=6.737 multiplicity=1
Y 0.63387 -0.01557 -0.21237
C -1.08626 0.80589 -3.96730
N -1.72021 0.43782 -2.68180
C -2.82845 -0.52387 -2.85143
P -1.66904 1.61474 -1.55395
O -0.22700 1.74280 -1.02529
O -2.58706 0.98483 -0.38914
P -2.14436 0.41132 1.07766
O -1.06377 -0.65324 0.78892
N -1.49376 1.68724 1.83773
C -2.04447 3.04614 1.66962
C -0.11722 1.64475 2.32721
N -3.43656 -0.19156 1.76572
C -4.24929 0.53768 2.76042
C -3.96411 -1.51917 1.39485
N -2.24443 3.04227 -1.96304
C -1.45953 4.28896 -2.02276
C -3.58836 3.10994 -2.57005
H -1.78139 1.34915 -4.60958
H -0.78718 -0.10456 -4.48555
H -0.20276 1.42490 -3.80504
H -3.52379 -0.17243 -3.61511
H -3.36652 -0.66672 -1.92029
H -2.41740 -1.47925 -3.17603
H -3.06198 3.00699 1.28701
H -1.42486 3.62333 0.97987
H -2.06048 3.54311 2.63837
H 0.12648 0.68206 2.77333
H 0.00815 2.40173 3.09994
H 0.61456 1.91705 1.53833
H -3.75280 1.45100 3.07426
H -4.38424 -0.09882 3.63313
H -5.22170 0.78008 2.33425
H -3.32514 -1.99595 0.65495
H -4.96877 -1.41314 0.98776
H -3.99913 -2.14505 2.28490
H -0.48582 4.14777 -1.56294
H -1.99594 5.07388 -1.49112
H -1.32735 4.59124 -3.06125
H -4.11199 2.15985 -2.46191
H -3.51421 3.36260 -3.62769
H -4.17166 3.87515 -2.06045
C 2.10408 -4.00439 1.20321
C 3.18539 -3.29913 2.00926
C 3.95008 -2.14969 1.26506
C 4.91742 -1.44297 2.24363
C 5.69497 -0.30162 1.60147
C 4.74561 -2.79433 0.14129
O 5.72623 -3.43733 0.27229
N 4.18549 -2.66971 -1.20986
C 3.16926 -1.88427 -1.45068
O 2.70246 -1.91584 -2.72521
N 2.60900 -1.07659 -0.57951
C 2.92215 -1.18881 0.76800
O 2.18527 -0.50074 1.48930
H 1.66148 -4.79795 1.80294
H 2.49122 -4.47931 0.29887
H 1.27897 -3.33400 0.93053
H 3.95450 -4.00864 2.31663
H 2.76967 -2.85502 2.91384
H 5.59375 -2.20993 2.62067
H 4.32218 -1.08854 3.08549
H 6.30162 -0.64257 0.76029
H 6.37913 0.13806 2.32432
H 5.03630 0.50162 1.25781
H 4.61641 -3.22696 -1.94601
O 0.60610 -1.42004 -2.14645
N 1.31719 -1.67626 -3.04131

***

(3)
57
Properties=species:S:1:pos:R:3 method="wB97M-V/def2-TZVPD" de_lowest_kj_mol=0.0 e_homo_ev="-3.242 / -4.321" charge=-1 homo_lumo_gap_ev="4.882 / 6.422" multiplicity=1
Ca -0.61750 0.92294 0.41673
C -1.39376 1.54717 -3.78093
C -1.84709 1.52995 -2.34129
O -1.44109 0.58990 -1.64274
C -2.72802 2.58283 -1.83751
C -3.33261 3.43011 -2.79574
C -4.22126 4.41717 -2.45931
C -4.52464 4.59071 -1.09635
C -3.95630 3.81384 -0.13018
C -3.01552 2.78145 -0.44124
O -2.46607 2.12324 0.49918
H -0.65642 0.75976 -3.90991
H -0.95653 2.51188 -4.03805
H -2.22912 1.37432 -4.46213
H -3.09073 3.28567 -3.83989
H -4.67245 5.04140 -3.21791
H -5.22176 5.36890 -0.80151
H -4.18004 3.96227 0.91835
C 3.08412 4.43408 -0.07401
C 2.23966 3.19268 -0.27597
S 0.61689 3.41805 -0.60914
C 2.90027 1.92308 -0.15614
C 4.37359 1.92283 0.18174
S 2.16052 0.43018 -0.33278
H 2.46449 5.32290 -0.16077
H 3.89714 4.51043 -0.80020
H 3.55126 4.43070 0.91594
H 4.93153 2.73912 -0.27333
H 4.82541 0.98004 -0.12004
H 4.50464 2.00934 1.26655
O -4.68748 -5.76995 -0.98114
C -4.77907 -5.31849 0.30102
O -5.55801 -5.85524 1.04395
C -3.95448 -4.13644 0.66027
C -4.08446 -3.62139 1.94843
C -3.35257 -2.52860 2.36582
C -2.44328 -1.88491 1.49935
C -2.30834 -2.42299 0.20068
C -3.04746 -3.51083 -0.20221
N -1.66174 -0.79770 1.80613
C -1.91503 -0.13430 2.95246
C -1.10638 0.92482 3.43626
C -1.43471 1.55723 4.66733
C -0.64343 2.55046 5.16325
C 0.49998 2.94876 4.44916
C 0.75098 2.31232 3.25576
N -0.00100 1.33527 2.74140
H -4.06630 -5.21986 -1.46235
H -4.77125 -4.10455 2.63051
H -3.46900 -2.18463 3.38342
H -1.62538 -1.95684 -0.49589
H -2.88077 -3.85154 -1.22046
H -2.78916 -0.35168 3.55963
H -2.32050 1.22581 5.19515
H -0.90035 3.02771 6.10179
H 1.15104 3.73497 4.80238
H 1.60045 2.59427 2.63986

***

(4)
16
Properties=species:S:1:pos:R:3 method="wB97M-V/def2-TZVPD" de_lowest_kj_mol=333.6 e_homo_ev=-13.233 charge=+1 homo_lumo_gap_ev=9.662 multiplicity=1
C 2.10686 -0.88196 0.12127
C 0.82681 0.69899 1.90122
C -0.09823 -0.28529 0.44319
C -1.61427 -0.23746 -1.54576
N 0.88880 -0.93972 -0.24582
N -0.74601 0.50501 -0.59404
S 2.43245 0.09882 1.53182
H 2.89564 -1.17617 -0.51695
H 0.72995 1.73324 2.03605
H 0.26697 0.34008 2.72777
H -0.91389 -0.97680 0.94429
H -0.93085 -0.78490 -2.16036
H -2.28496 -0.88739 -0.92993
H -2.19038 0.53908 -2.31160
H -1.40253 1.34238 -0.29572
H 0.03365 0.91210 -1.10543

***

(5)
98
Properties=species:S:1:pos:R:3 method="wB97M-V/def2-TZVPD" smiles="CCN(CC)CC.CCN(CC)CC.CCN(CC)CC.CCN(CC)CC.CC(C)=O" de_lowest_kj_mol=87.5 e_homo_ev=-8.203 homo_lumo_gap_ev=8.739 multiplicity=1
C -0.06748 1.68540 -2.38093
C -1.11064 2.77680 -2.68007
N -0.97281 3.58099 -3.88150
C 0.14694 4.54088 -3.79459
C -0.06939 5.55537 -2.68412
C -0.79738 2.76731 -5.08722
C -1.88338 1.71412 -5.28228
H 0.94542 2.07821 -2.52800
H -0.09184 0.77409 -2.98000
H -0.10373 1.39411 -1.33135
H -2.09689 2.30475 -2.74717
H -1.23147 3.39454 -1.79000
H 1.10853 4.04120 -3.60788
H 0.16323 5.00397 -4.77962
H 0.72718 6.30474 -2.71341
H -1.07508 5.96431 -2.75224
H 0.09663 5.14975 -1.68189
H 0.18426 2.27300 -5.00330
H -0.80056 3.46233 -5.92661
H -1.96248 1.40407 -6.32034
H -2.86716 2.15424 -5.06121
H -1.86332 0.92773 -4.52774
C -5.94028 -3.34848 -0.92920
C -4.44530 -3.17832 -0.61017
N -3.67794 -4.41146 -0.60381
C -4.03134 -5.30348 0.50454
C -3.47067 -6.70443 0.21991
C -2.27635 -4.05188 -0.64950
C -1.74767 -3.54037 -1.97591
H -6.42713 -2.37247 -0.95879
H -6.45672 -3.94617 -0.17799
H -6.08605 -3.79915 -1.91129
H -4.08995 -2.48628 -1.36947
H -4.37351 -2.73606 0.40215
H -3.59640 -4.80421 1.38510
H -5.10546 -5.45331 0.53200
H -3.60022 -7.05808 -0.80054
H -2.43034 -6.87292 0.50568
H -4.00613 -7.44338 0.83088
H -1.62992 -4.85107 -0.28005
H -2.10946 -3.26327 0.11570
H -2.04605 -4.17629 -2.81000
H -0.66424 -3.51801 -1.84406
H -2.07854 -2.53706 -2.24875
C 1.31590 -1.18292 -0.72191
C 1.72221 -0.46145 0.58510
N 0.49792 -0.19189 1.32021
C 0.66303 0.74485 2.43820
C -0.59960 1.14222 3.17180
C -0.40000 -1.31794 1.65147
C 0.25790 -2.25238 2.67240
H 1.26260 -2.26847 -0.60151
H 2.05598 -1.00286 -1.50046
H 0.30580 -0.86681 -0.97067
H 2.44493 -1.09397 1.12082
H 2.20372 0.48332 0.33155
H 1.40121 0.34311 3.14509
H 1.05861 1.66975 2.00755
H -1.03190 0.36564 3.80185
H -0.53259 2.08582 3.72077
H -1.40664 1.46228 2.49508
H -0.61591 -1.87857 0.74449
H -1.30758 -0.90166 2.07912
H -0.42596 -3.05071 2.97272
H 0.49811 -1.69179 3.57525
H 1.14841 -2.70156 2.23404
C 6.28891 -0.21023 1.14118
C 5.76291 1.19566 1.43029
N 5.41279 1.42948 2.82379
C 4.87107 2.78437 3.06383
C 6.02695 3.81633 3.02988
C 4.50456 0.40852 3.34550
C 5.22633 -0.56706 4.32209
H 7.24520 -0.33367 1.65778
H 6.52536 -0.24692 0.07821
H 5.62699 -1.01070 1.45939
H 6.55208 1.89231 1.15268
H 4.86906 1.36135 0.80502
H 4.31560 2.82811 3.99274
H 4.21710 3.04231 2.21645
H 6.25445 4.06445 1.99494
H 6.95128 3.45746 3.48049
H 5.72007 4.69256 3.60585
H 3.56684 0.70275 3.82243
H 4.05962 -0.19541 2.53930
H 5.43503 -1.52931 3.85025
H 6.18320 -0.20938 4.69467
H 4.55263 -0.72440 5.16660
C -4.50867 2.18379 -0.02544
C -4.02019 0.98886 -0.77486
C -2.64408 0.41057 -0.45474
O -4.73588 0.48488 -1.61981
H -4.12792 3.08858 -0.51361
H -4.13201 2.20410 0.99678
H -5.58736 2.20866 -0.15641
H -2.06150 0.34202 -1.36934
H -2.78525 -0.55901 0.01647
H -2.17024 1.16920 0.16968